(1)
72
Properties=species:S:1:pos:R:3 method="wB97M-V/def2-TZVPD" homo_energy_ev=-2.541 de_lowest_kcal_mol=0.0 orbital_gap_ev=6.77 multiplicity=1 lumo_energy_ev=4.23 charge=-2 e_tot_ha=-3592.2475
Tl -0.6115 -0.0266 -0.1930
Cl -5.8782 2.4512 -4.3021
C -5.1043 1.5612 -3.0132
C -3.9557 2.0788 -2.4411
C -3.2935 1.4154 -1.4066
N -2.0745 1.8615 -0.8817
C -1.7758 3.1603 -0.9104
O -2.4826 4.1240 -1.2472
C -0.3530 3.4966 -0.4908
C 0.2537 4.6061 -1.0710
C 1.5688 4.8878 -0.7613
C 2.2435 4.0663 0.1295
C 1.5549 3.0036 0.6819
N 0.2802 2.7332 0.3978
C -3.8209 0.1879 -0.9336
C -4.9850 -0.3119 -1.5261
C -5.6201 0.3643 -2.5530
Cl -7.0745 -0.3231 -3.2367
N -3.0947 -0.4900 0.0477
C -3.6530 -1.4588 0.7618
O -4.8158 -1.9007 0.7583
C -2.6916 -2.1808 1.6934
C -2.8349 -3.5624 1.8237
C -1.9873 -4.2511 2.6672
C -1.0496 -3.5373 3.4024
C -0.9929 -2.1649 3.2369
N -1.7756 -1.4980 2.3811
H -3.5717 3.0232 -2.7909
H -0.3278 5.2029 -1.7584
H 2.0728 5.7288 -1.2227
H 3.2844 4.2272 0.3769
H 2.0383 2.3303 1.3821
H -5.4013 -1.2366 -1.1626
H -3.6171 -4.0476 1.2578
H -2.0614 -5.3281 2.7619
H -0.3711 -4.0275 4.0886
H -0.3035 -1.5538 3.8137
N 0.8558 2.5574 3.8547
C -0.0027 1.4767 3.9130
N -0.9297 1.4323 2.9266
O 0.0982 0.6441 4.8103
H 0.6276 3.3471 3.2764
H 1.3919 2.7213 4.6869
H -0.8101 1.9844 2.0864
H -1.4286 0.5503 2.8156
O 6.2456 -3.2721 -1.3234
S 5.2527 -2.2256 -1.2401
O 5.7610 -0.8703 -1.3071
N 4.0350 -2.4430 -2.2584
C 2.8654 -2.6786 -1.6231
O 1.7806 -2.8686 -2.1690
C 3.0132 -2.6771 -0.1140
C 2.0343 -2.8425 0.8512
C 2.4071 -2.7323 2.1860
C 3.7279 -2.4685 2.5430
C 4.7093 -2.3082 1.5725
C 4.3162 -2.4160 0.2537
H 1.0075 -3.0274 0.5598
H 1.6627 -2.8229 2.9653
H 3.9830 -2.3689 3.5911
H 5.7367 -2.0918 1.8360
C -0.2813 0.0774 -3.7211
N 1.1294 -0.1526 -3.4846
C 1.8730 0.7878 -2.8011
N 3.1888 0.4487 -2.6398
O 1.4292 1.8801 -2.4516
H -0.5485 -0.2480 -4.7279
H -0.4944 1.1384 -3.6145
H -0.9261 -0.4684 -3.0235
H 1.4002 -1.1175 -3.3125
H 3.4979 -0.5098 -2.7602
H 3.6736 0.9530 -1.9171

=====

(2)
45
Properties=species:S:1:pos:R:3 method="wB97M-V/def2-TZVPD" homo_energy_ev=-13.815 de_lowest_kcal_mol=0.0 orbital_gap_ev=6.20 multiplicity=1 lumo_energy_ev=-7.61 charge=+2 e_tot_ha=-4041.8463
Rh 1.1164 1.2884 0.2346
S 2.7809 -0.2534 0.6372
C 2.2115 -1.9162 0.4610
C 3.0907 -2.9879 0.5894
C 2.6051 -4.2798 0.4590
C 1.2587 -4.5345 0.1993
C 0.3778 -3.4802 0.0596
C 0.8757 -2.1834 0.1825
As -0.1477 -0.6243 -0.0399
C 0.1998 0.3028 -1.6872
C 1.3348 -0.0579 -2.4446
C 1.5851 0.5727 -3.6478
C 0.7091 1.5477 -4.1114
C -0.4156 1.9180 -3.3763
C -0.6751 1.3055 -2.1690
C -1.9606 -0.8311 0.4638
C -3.0013 -0.6091 -0.4368
C -4.3053 -0.8232 -0.0190
C -4.5604 -1.2472 1.2784
C -3.5169 -1.4777 2.1668
C -2.2083 -1.2754 1.7632
H 4.1378 -2.8177 0.8021
H 3.2908 -5.1094 0.5700
H 0.9065 -5.5519 0.1060
H -0.6721 -3.6540 -0.1420
H 1.9993 -0.8339 -2.0868
H 2.4548 0.3006 -4.2292
H 0.9047 2.0310 -5.0600
H -1.0819 2.6832 -3.7499
H -1.5387 1.5984 -1.5854
H -2.8068 -0.3104 -1.4579
H -5.1220 -0.6688 -0.7107
H -5.5808 -1.4125 1.5968
H -3.7230 -1.8252 3.1698
H -1.3933 -1.4803 2.4483
N 1.4492 1.9117 2.1855
N 1.2993 3.2974 2.4126
C 0.8536 4.1051 1.4378
N 0.7217 5.3911 1.7059
S 0.4710 3.5072 -0.1227
H 0.8040 1.4078 2.7920
H 2.3980 1.6227 2.4370
H 1.5185 3.6399 3.3381
H 0.9579 5.7998 2.5976
H 0.3972 6.0140 0.9823

=====

(3)
17
Properties=species:S:1:pos:R:3 method="wB97M-V/def2-TZVPD" homo_energy_ev=-8.442 de_lowest_kcal_mol=105.0 smiles=O[C@H]1[C@H]2CCO[C@@H]12.[H][H] orbital_gap_ev=9.28 multiplicity=1 lumo_energy_ev=0.84 charge=0 e_tot_ha=-346.8582
O -0.2363 -0.5567 -2.1488
C -0.8295 -0.3629 -0.9039
C -0.1187 -0.6709 0.3502
C 1.3933 -0.6442 0.1411
C 1.7621 0.6329 0.8591
O 0.7574 1.5292 0.3642
C -0.4358 0.7831 0.1911
H -0.8624 -0.2036 -2.7942
H -1.8455 -0.7843 -0.9050
H -0.5415 -1.3137 1.1165
H 1.8739 -1.5674 0.4537
H 1.5875 -0.4756 -0.9233
H 2.7388 1.0494 0.6021
H 1.7165 0.4957 1.9553
H -1.2585 1.4114 0.4794
H -2.9144 0.2543 0.2271
H -2.7867 0.4235 0.9353

=====

(4)
87
Properties=species:S:1:pos:R:3 method="wB97M-V/def2-TZVPD" homo_energy_ev="-16.101 / -16.229" de_lowest_kcal_mol=24.1 orbital_gap_ev="8.16 / 4.92" multiplicity=6 lumo_energy_ev="-7.94 / -11.31" charge=+3 e_tot_ha=-3157.4075
Os -0.3700 -0.1789 -0.2984
C -0.7292 1.2890 -3.7688
C -0.3517 2.1421 -2.6067
C 0.0900 3.4617 -2.6081
C 0.1946 3.8188 -1.2767
N -0.1535 2.7733 -0.5196
N -0.4978 1.7345 -1.3338
B -0.4298 2.7133 1.0124
N 0.5967 1.7691 1.7283
C 1.2902 1.9645 2.8519
C 1.9320 0.7854 3.1975
C 1.5667 -0.1420 2.2270
C 1.8844 -1.5961 2.1590
N 0.7617 0.4743 1.3399
N -1.8131 1.9928 1.1802
C -2.9366 2.3680 1.8031
C -3.7638 1.2843 1.9708
C -3.0832 0.2042 1.4284
C -3.5386 -1.2079 1.5622
N -1.9082 0.6407 0.9108
N -0.2893 4.1060 1.5891
C -1.1639 5.0440 2.0447
C -0.4685 6.1774 2.3460
C 0.8694 5.8728 2.0422
C 2.0472 6.7841 2.1858
N 0.9793 4.6352 1.5831
H -1.0415 1.9188 -4.5997
H 0.0989 0.6756 -4.1197
H -1.5603 0.6317 -3.5129
H 0.2431 4.0936 -3.4666
H 0.4559 4.7586 -0.8201
H 1.2742 2.9253 3.3383
H 2.5305 0.5990 4.0736
H 2.7043 -1.8300 2.8339
H 1.0225 -2.1867 2.4765
H 2.1613 -1.9136 1.1547
H -3.1091 3.3795 2.1053
H -4.7249 1.2641 2.4554
H -4.6238 -1.2493 1.4838
H -3.1088 -1.8924 0.8437
H -3.2769 -1.5656 2.5603
H -2.2201 4.8914 2.1276
H -0.8665 7.0995 2.7345
H 1.7545 7.6974 2.6984
H 2.8393 6.3239 2.7772
H 2.4502 7.0733 1.2138
C -4.2299 -0.9355 -2.2226
N -3.1287 -1.4369 -3.0447
C -3.1369 -1.5760 -4.4103
C -1.9364 -2.1143 -4.7595
N -1.2025 -2.3004 -3.6184
B 0.2399 -2.9417 -3.4878
N 1.2595 -1.7856 -3.8029
C 1.7694 -1.5618 -5.0569
C 2.6564 -0.5385 -4.9821
N 2.6815 -0.1400 -3.6706
C 3.5010 0.9494 -3.1505
C 1.8234 -0.9123 -2.9682
S 1.7077 -0.6735 -1.2391
C -1.9443 -1.8854 -2.5962
S -1.4652 -2.0684 -0.9300
H -5.1062 -0.8270 -2.8543
H -3.9688 0.0319 -1.7952
H -4.4511 -1.6489 -1.4322
H -3.9926 -1.3055 -5.0048
H -1.5644 -2.3988 -5.7286
H 0.3565 -3.7889 -4.3188
H 0.3984 -3.3026 -2.3578
H 1.4820 -2.1738 -5.8940
H 3.2760 -0.0782 -5.7320
H 4.2059 1.2370 -3.9251
H 4.0491 0.6100 -2.2753
H 2.8709 1.7993 -2.8897
O 3.2018 2.0123 0.3051
S 4.4633 2.7446 0.4883
C 4.2605 4.4547 1.0398
C 4.8496 4.4345 2.4541
C 6.0159 3.4352 2.4605
C 5.5037 2.1359 1.8479
H 3.1798 4.6154 0.9638
H 4.8152 5.0863 0.3459
H 4.0771 4.1351 3.1645
H 5.1926 5.4334 2.7186
H 6.3822 3.2404 3.4675
H 6.8531 3.8214 1.8766
H 4.7905 1.5976 2.4790
H 6.2601 1.4610 1.4551

=====

(5)
9
Properties=species:S:1:pos:R:3 method="wB97M-V/def2-TZVPD" homo_energy_ev="-8.515 / -8.518" de_lowest_kcal_mol=116.5 orbital_gap_ev="8.24 / 8.24" multiplicity=1 lumo_energy_ev="-0.28 / -0.27" charge=0 e_tot_ha=-2894.5623
C 0.2337 1.2367 -0.0791
C 1.2463 0.4013 -0.0710
C -0.3253 -1.5234 0.0233
N -1.2709 -0.6447 -0.0559
O -0.1042 -2.6568 -0.0320
O -1.0934 0.7705 -0.0031
Br 3.0223 0.7145 -0.0328
H 0.3934 2.3572 -0.2057
H -2.1017 -0.6554 0.4563

=====

(6)
15
Properties=species:S:1:pos:R:3 method="wB97M-V/def2-TZVPD" homo_energy_ev="-14.222 / -14.249" orbital_gap_ev="6.11 / 7.29" multiplicity=5 lumo_energy_ev="-8.11 / -6.96" charge=+1 e_tot_ha=-2796.3548
N 0.5287 -0.4183 0.0590
S 0.4907 -0.1683 -1.6006
O 1.8380 -0.6285 -2.0804
C 0.7227 1.6868 -1.4273
F 1.8624 1.9761 -0.8260
F -0.2842 2.2014 -0.7424
F 0.7362 2.1972 -2.6507
S -0.6675 -1.2464 0.7338
O 0.0312 -1.9078 1.8641
O -1.5413 -1.9949 -0.1548
C -1.7540 0.0551 1.5200
F -1.0230 0.8394 2.2854
F -2.3257 0.7661 0.5659
F -2.6741 -0.5519 2.2447
Cr 2.1410 -1.2834 1.2106

=====

(7)
6
Properties=species:S:1:pos:R:3 method="wB97M-V/def2-TZVPD" homo_energy_ev=-10.199 de_lowest_kcal_mol=47.5 smiles="N#CN=C=C=O" orbital_gap_ev=7.86 multiplicity=1 lumo_energy_ev=-2.34 charge=0 e_tot_ha=-298.9410
N -1.1695 1.7572 -1.0670
C -0.2690 1.0260 -1.0197
N 0.7872 0.1809 -0.9893
C 0.8698 -0.6530 -0.0337
C 0.0534 -0.8951 1.0661
O -0.2720 -1.4160 2.0436

=====

(8)
29
Properties=species:S:1:pos:R:3 method="wB97M-V/def2-TZVPD" homo_energy_ev=-6.517 de_lowest_kcal_mol=101.4 orbital_gap_ev=6.09 multiplicity=1 lumo_energy_ev=-0.42 charge=0 e_tot_ha=-843.9518
C 1.0075 -2.3080 -0.8420
C -0.1542 -1.9088 -0.3026
C 2.1255 -2.8489 -1.2095
C 0.0489 0.1911 0.7211
C 2.4620 -3.1831 -2.6616
C -1.8023 1.6402 1.5748
C -0.2886 2.5199 -0.0839
C 0.5424 1.9996 2.3425
C -1.7056 -0.2664 -1.0185
C -0.3444 1.5850 1.2143
N -0.5623 -0.5283 -0.1982
S -1.4324 -2.9068 0.1616
H 2.9808 -3.1227 -0.6923
H 0.8182 -0.2258 1.2901
H 2.8911 -4.2594 -2.7187
H 3.2943 -2.6793 -2.9088
H 1.5011 -2.9246 -3.2705
H -2.1309 1.1510 2.4567
H -2.5675 1.3911 0.9634
H -2.0672 2.5942 1.9278
H -0.4606 3.5895 0.3423
H 0.7544 2.6602 -0.4089
H -0.9945 2.3712 -0.9023
H 0.3284 1.2001 3.2330
H 0.1559 2.9098 2.6113
H 1.6898 1.9303 2.1556
H -2.0835 -1.0622 -1.5967
H -2.5723 -0.1209 -0.3357
H -1.4341 0.6120 -1.8445

=====

(9)
46
Properties=species:S:1:pos:R:3 method="wB97M-V/def2-TZVPD" homo_energy_ev="-7.618 / -7.555" de_lowest_kcal_mol=0.0 orbital_gap_ev="7.97 / 7.44" multiplicity=2 lumo_energy_ev="0.35 / -0.11" charge=0 e_tot_ha=-3754.1259
Cu 0.2119 -0.5049 -0.9504
C 2.8540 -0.1500 -1.9368
N 1.5887 0.5949 -1.9346
C 1.1595 0.8869 -3.3094
C 1.7232 1.8270 -1.1330
C 1.7696 1.5038 0.3612
N 0.9182 0.3491 0.5985
C 0.6983 -0.1275 1.8595
C 0.7014 -1.5156 2.0880
F 1.0280 -2.3378 1.0708
C 0.4365 -2.0704 3.3188
F 0.4658 -3.4059 3.4442
C 0.1781 -1.2852 4.4263
C 0.1976 0.0804 4.2375
F -0.0569 0.8961 5.2754
C 0.4409 0.6485 3.0016
F 0.3725 1.9960 2.8950
H 3.6512 0.4381 -2.4064
H 2.7241 -1.0779 -2.4927
H 3.1392 -0.3878 -0.9134
H 1.8954 1.5267 -3.8101
H 0.1932 1.3805 -3.2717
H 1.0596 -0.0483 -3.8561
H 0.8562 2.4376 -1.3595
H 2.6180 2.3752 -1.4519
H 1.4697 2.4005 0.9080
H 2.8044 1.2855 0.6658
H -0.0229 -1.7185 5.3941
C -2.9129 3.0827 -0.6731
S -1.6023 2.0207 -0.0866
C -2.5679 1.0606 1.0659
O -1.2866 1.0688 -1.2198
H -3.7040 2.4659 -1.0977
H -2.4809 3.7240 -1.4382
H -3.2860 3.6905 0.1510
H -2.7465 1.6614 1.9573
H -1.9474 0.1937 1.3115
H -3.4990 0.7313 0.6085
C -0.8650 -4.0745 -1.2551
S -1.4267 -2.4363 -1.5818
O -0.3750 -1.7800 -2.4214
O -2.7208 -2.5246 -2.1837
O -1.3571 -1.7080 -0.2859
H -0.8012 -4.6079 -2.2006
H -1.5996 -4.5438 -0.6053
H 0.1033 -4.0215 -0.7635

=====

(10)
60
Properties=species:S:1:pos:R:3 method="wB97M-V/def2-TZVPD" homo_energy_ev="-9.353 / -9.139" orbital_gap_ev="4.77 / 4.49" multiplicity=2 lumo_energy_ev="-4.58 / -4.65" charge=+1 e_tot_ha=-1987.1837
C 1.3632 -1.9830 1.1180
C 1.9322 -1.3777 -0.0559
C 0.9883 -1.5367 -1.1446
C -0.1415 -2.2569 -0.6299
C 0.0773 -2.5052 0.7646
V 0.1833 -0.4185 0.3526
C -3.6331 0.9899 -0.8256
C -2.8690 0.7204 0.3753
H -2.3264 1.4803 1.0350
C -2.3363 -0.5605 0.6964
H -2.7020 -1.3459 0.0469
H -2.2514 -0.9261 1.7350
C -3.4703 2.5709 -1.0200
H -2.6859 2.9617 -0.3295
H -2.9255 2.7803 -1.9586
H -4.3336 3.2816 -0.9798
C -3.0034 0.2459 -2.0715
H -1.9514 -0.1229 -1.8440
H -3.5477 -0.5675 -2.6427
H -2.6536 0.9824 -2.8286
C 3.2635 -0.7370 -0.0685
H 3.3400 -0.0814 0.8058
H 4.0872 -1.4590 0.0173
H 3.4100 -0.1371 -0.9647
C 1.1695 -1.1141 -2.5582
H 1.6694 -0.1443 -2.6065
H 1.7450 -1.8453 -3.1428
H 0.1963 -1.0171 -3.0504
C -1.2343 -2.8779 -1.4406
H -1.2800 -2.4453 -2.4456
H -1.0629 -3.9610 -1.5424
H -2.2147 -2.7587 -0.9685
C -0.7655 -3.3733 1.6345
H -1.8223 -3.3297 1.3495
H -0.4323 -4.4196 1.5533
H -0.6803 -3.0865 2.6892
C 2.0879 -2.1819 2.4038
H 1.4022 -2.4049 3.2271
H 2.7887 -3.0261 2.3133
H 2.6760 -1.2935 2.6634
C 1.2274 1.9772 -0.6317
C 0.4301 3.2567 -1.1016
C 2.4987 2.1740 -1.1389
C 0.3394 2.8308 -2.4158
H -0.4093 3.8715 -0.8313
C 2.6323 2.6917 -2.4837
H 3.3646 1.9642 -0.5213
C 1.4607 2.8416 -3.2179
H -0.6179 2.4423 -2.7774
H 3.6343 3.0256 -2.7900
H 1.4040 3.0627 -4.3090
N 0.5099 1.8898 3.9322
C 0.0142 0.7487 4.5694
C -0.2134 -0.1676 3.5888
N 0.1473 0.4008 2.3585
C 0.5696 1.6417 2.5877
H 0.7693 2.7615 4.3519
H -0.1201 0.6802 5.6291
H -0.6061 -1.1708 3.6734
H 0.9079 2.3585 1.8655

=====

(11)
21
Properties=species:S:1:pos:R:3 method="wB97M-V/def2-TZVPD" homo_energy_ev=-9.460 de_lowest_kcal_mol=27.7 smiles=CC[C@@]1(C)C[C@H]1C orbital_gap_ev=10.57 multiplicity=1 lumo_energy_ev=1.11 charge=0 e_tot_ha=-275.0721
C 1.8166 -0.8539 0.8763
C 1.0322 -0.6023 -0.4028
C 0.0176 0.5346 -0.3724
C 0.6174 1.9035 -0.1416
C -1.0160 0.3666 -1.4341
C -1.3993 0.2203 0.0344
C -1.7406 -1.0974 0.7106
H 2.5304 -1.6708 0.7262
H 2.3834 0.0337 1.1751
H 1.1523 -1.1274 1.7030
H 1.7250 -0.3554 -1.2197
H 0.5370 -1.5277 -0.7179
H 1.3135 2.1415 -0.9558
H 1.1668 1.9492 0.8070
H -0.1606 2.6732 -0.1088
H -1.3341 1.2956 -1.9109
H -1.0727 -0.5229 -2.0455
H -2.1459 1.0015 0.0697
H -1.2997 -1.2278 1.7133
H -1.3870 -1.9396 0.1099
H -2.8208 -1.2035 0.8328

=====

(12)
85
Properties=species:S:1:pos:R:3 method="wB97M-V/def2-TZVPD" homo_energy_ev="-4.001 / -3.994" de_lowest_kcal_mol=32.1 orbital_gap_ev="6.44 / 6.09" multiplicity=2 lumo_energy_ev="2.44 / 2.09" charge=-1 e_tot_ha=-7250.2192
C -2.2910 3.9575 -3.2881
C -2.2142 3.6776 -1.8120
H -2.9630 4.8004 -3.4682
H -2.7113 3.0755 -3.8000
H -1.2894 4.1623 -3.7007
C -3.1389 4.1761 -0.9596
C -4.3402 4.9841 -1.3707
H -3.1099 3.9602 0.1165
H -4.9186 4.5516 -2.2002
H -4.0629 6.0047 -1.6549
H -5.0085 5.0633 -0.5049
Cu 2.9937 -0.6467 -0.3290
Cl 4.7472 0.5233 0.6971
Cl 2.2711 -2.2653 -1.7297
H 4.3898 -5.7925 0.4584
H 6.3489 -4.9879 -0.8453
C 3.8218 -4.9066 0.1693
C 5.7643 -4.0985 -1.1166
N 4.7917 -3.8494 -0.0781
H 3.1677 -4.6088 0.9811
C 4.5833 -2.5967 0.3250
O 3.4853 -2.2517 0.8505
H 6.4440 -3.2348 -1.1919
H 5.3837 -1.8498 0.2030
H 3.2293 -5.1117 -0.7283
H 5.2808 -4.2567 -2.1036
H -4.0359 -0.8592 -2.2896
H -5.0158 1.4611 -1.3600
C -4.1800 -1.3183 -1.2962
C -5.4193 0.6911 -0.7002
N -4.3829 -0.2498 -0.3163
H -3.2999 -1.9121 -1.0148
C -4.2088 -0.5648 1.0214
O -3.6480 -1.5780 1.4147
H -5.8177 1.1822 0.1865
H -4.6417 0.2226 1.6842
H -5.0787 -1.9718 -1.3327
H -6.2232 0.1768 -1.2305
O -1.0488 1.5885 -2.2891
C -1.0313 2.7924 -1.4457
C -2.1025 1.8062 0.6418
C -0.9823 2.4048 0.0630
H -2.9277 1.4901 -0.0111
C -2.1809 1.6826 2.0357
H -0.0947 3.3387 -1.6500
C 0.1171 2.6975 0.8891
H -3.1215 1.3843 2.4760
C -1.0615 1.9002 2.8296
C 0.1013 2.3666 2.2416
H 0.9820 3.2361 0.4640
H -1.1008 1.6869 3.8944
H 0.9994 2.5119 2.8345
Si -0.6829 0.7307 -3.5731
Cl 2.3592 1.3665 -0.2696
C -1.3901 -0.9846 -3.2874
C 1.1768 0.3021 -3.6614
C -0.6475 1.7147 -5.1626
H -1.3133 -1.1034 -2.1801
H -0.7147 -1.7340 -3.7547
H -2.4221 -1.2238 -3.6109
H -1.5278 1.8273 -5.8212
H 0.1355 1.2563 -5.7916
H -0.2928 2.7252 -4.9219
H 1.5680 -0.1369 -2.7263
H 1.7271 1.2448 -3.8668
H 1.3494 -0.4077 -4.4885
C -0.3623 -2.4998 3.6440
N 0.7238 -1.5652 3.4425
C 0.8274 -0.7291 2.3599
Se -0.3283 -0.6067 0.9387
N 2.0368 -0.0932 2.5227
C 2.7706 -0.6729 3.5496
C 4.1411 -0.6529 3.7612
C 4.6218 -1.4977 4.7648
C 3.7674 -2.3993 5.4281
C 2.4090 -2.4924 5.1058
C 1.9172 -1.5721 4.1859
H -0.0272 -3.5259 3.4505
H -1.1835 -2.2365 2.9684
H -0.6992 -2.4263 4.6818
H 2.4548 0.5128 1.7991
H 4.7548 -0.0119 3.1196
H 5.6813 -1.4598 5.0273
H 4.1908 -3.0633 6.1822
H 1.7283 -3.2314 5.5243